The following is a DFT calculation (ωB97M-V with the def2-TZVPD basis set) of a single C5H8N2S molecule.

Geometry as XYZ:
```
16
C5H8N2S, DFT ωB97M-V with the def2-TZVPD basis set
C 2.4705 0.4419 -1.3191
C -0.4840 -1.2253 -0.2412
C -1.7267 -0.5599 0.3292
C -1.1478 0.5839 1.1736
C 0.1739 0.9237 0.4891
H 3.3549 0.0423 -1.8223
H 2.3080 1.5137 -1.1948
H -0.1028 -2.0354 0.4207
H -0.6153 -1.6967 -1.2210
H -2.3474 -1.2711 0.9018
H -2.3492 -0.1607 -0.4911
H -1.7789 1.4707 1.2369
H -0.9272 0.2490 2.2018
N 1.6504 -0.4541 -0.9585
N 0.4847 -0.1166 -0.3253
S 1.0369 2.2947 0.8201
```

Calculated values
- SMILES = C=NN1CCCC1=S
- F_max (eV/A) = 0.7
- LUMO energy (eV) = 0.54
- calculated total energy (hartree) = -702.97460
- energy above the lowest of the compared OMol25 structures with the same formula, charge and spin (kJ/mol) = 145.5
- frontier orbital gap (hartree) = 0.323

These are the Löwdin partial charges, in e, on atoms 1 to 6: C -0.0377; C -0.1450; C -0.1711; C -0.1838; C -0.7644; H 0.0730

The following is a DFT calculation (ωB97M-V with the def2-TZVPD basis set) of a single C5H8N2S molecule in a non-equilibrium geometry.

Geometry as XYZ:
```
16
C5H8N2S, DFT ωB97M-V with the def2-TZVPD basis set
C -0.8426 2.0372 0.0509
C 0.0907 0.8602 0.0138
C 1.9390 -0.3956 -0.0886
C 0.7421 -1.4388 0.0678
C -1.6648 -1.0123 0.0238
H -1.5244 2.0185 -0.8217
H -0.1167 2.8795 -0.1378
H -1.3434 1.9860 1.0175
H 2.4037 -0.5653 -1.0680
H 2.5561 -0.4127 0.8070
H 0.7277 -2.1199 -0.7886
H 0.7479 -2.0637 0.9925
H -1.5523 -2.1081 -0.0472
N 1.3529 0.9847 -0.0167
N -0.4138 -0.4927 0.0337
S -3.1020 -0.1569 -0.0385
```

Calculated values
- SMILES = CC1=NCCN1C=S
- F_max (eV/A) = 1.9
- LUMO energy (eV) = 0.20
- calculated total energy (hartree) = -702.98939
- energy above the lowest of the compared OMol25 structures with the same formula, charge and spin (kJ/mol) = 106.7
- frontier orbital gap (hartree) = 0.321

These are the Löwdin partial charges, in e, on atoms 1 to 6: C -0.0630; C -0.3750; C -0.1423; C -0.1078; C -0.6335; H 0.0611

The following is a DFT calculation (ωB97M-V with the def2-TZVPD basis set) of C5H8N2S as an isolated structure in a non-equilibrium geometry.

Geometry as XYZ:
```
16
C5H8N2S, DFT ωB97M-V with the def2-TZVPD basis set
C -1.8403 0.3811 0.0168
C -0.4304 -0.2028 -0.1129
C 1.7998 -0.2801 0.4914
C 2.2522 1.1346 -0.1072
C 0.8867 0.4889 -0.2153
H -2.6728 -1.0708 0.9090
H -2.9472 -1.3203 -0.6112
H -1.9205 0.9668 0.8614
H -1.8684 0.8631 -0.9511
H 1.7463 -0.2189 1.6400
H 2.8630 1.0291 -1.1104
H 2.6898 1.7113 0.6626
H 1.1357 0.3505 -1.3172
N -2.9037 -0.5224 0.0146
N -0.2585 -1.4776 -0.0653
S 1.4682 -1.8325 -0.1052
```

Calculated values
- F_max (eV/A) = 4.9
- LUMO energy (eV) = 0.82
- calculated total energy (hartree) = -702.82300
- energy above the lowest of the compared OMol25 structures with the same formula, charge and spin (kJ/mol) = 543.5
- frontier orbital gap (hartree) = 0.351

These are the Löwdin partial charges, in e, on atoms 1 to 6: C -0.2646; C -0.3364; C -0.6467; C 0.0013; C -0.3677; H 0.1072

The following is a DFT calculation (ωB97M-V with the def2-TZVPD basis set) of C5H8N2S as an isolated structure in a non-equilibrium geometry.

Geometry as XYZ:
```
16
C5H8N2S, DFT ωB97M-V with the def2-TZVPD basis set
C -1.8440 -1.0126 0.8857
C -0.8947 -0.3778 -0.0126
C -0.5754 1.6498 -0.3321
C -0.0172 0.6893 0.8141
C 0.1535 -1.2089 -0.7702
H -2.6141 -0.3203 1.2128
H -2.2384 -2.0603 0.4457
H -1.2380 -1.2861 1.7969
H -1.2626 0.6031 -1.9214
H 0.1025 2.0649 -1.0404
H -0.9572 2.5500 0.1978
H -0.3458 1.0313 1.7889
H -0.3170 -2.0880 -1.3678
N -1.4688 0.6704 -0.9008
N 1.4051 -1.0138 -0.6116
S 1.7740 0.2169 0.3728
```

Calculated values
- F_max (eV/A) = 4.3
- LUMO energy (eV) = 0.89
- calculated total energy (hartree) = -702.92210
- energy above the lowest of the compared OMol25 structures with the same formula, charge and spin (kJ/mol) = 283.4
- frontier orbital gap (hartree) = 0.335

These are the Löwdin partial charges, in e, on atoms 1 to 6: C -0.0578; C -0.5619; C -0.2442; C -0.3518; C -0.2066; H 0.0859

The following is a DFT calculation (ωB97M-V with the def2-TZVPD basis set) of a single C5H8N2S molecule in a non-equilibrium geometry.

Geometry as XYZ:
```
16
C5H8N2S, DFT ωB97M-V with the def2-TZVPD basis set
C -1.8387 -0.0946 -0.8068
C -0.0871 -0.5319 0.6190
C 1.3779 -0.6985 0.9155
C 1.1675 1.4133 -0.2480
C 0.6608 0.6842 0.9449
H -2.3493 -0.6060 -1.6303
H -1.5825 1.0243 -1.2205
H -2.4014 -0.1002 0.2435
H -0.8833 -1.7859 -0.8252
H -0.6206 -0.8982 1.5520
H 1.8331 -1.2473 1.6978
H 0.8629 2.3756 -0.5944
H 0.2240 1.2448 1.8187
N -0.5531 -0.7208 -0.7222
N 1.9532 0.7648 -1.0748
S 2.2367 -0.8237 -0.6690
```

Calculated values
- SMILES = CN[C@@H]1[C@@H]2C=NS[C@@H]21
- F_max (eV/A) = 4.7
- LUMO energy (eV) = 0.75
- calculated total energy (hartree) = -702.90292
- energy above the lowest of the compared OMol25 structures with the same formula, charge and spin (kJ/mol) = 333.7
- frontier orbital gap (hartree) = 0.323

These are the Löwdin partial charges, in e, on atoms 1 to 6: C -0.1645; C -0.4385; C -0.3917; C -0.2095; C -0.2057; H 0.0697

The following is a DFT calculation (ωB97M-V with the def2-TZVPD basis set) of C5H8N2S as an isolated structure in a non-equilibrium geometry.

Geometry as XYZ:
```
16
C5H8N2S, DFT ωB97M-V with the def2-TZVPD basis set
C -0.1531 1.6827 -0.0984
C -0.3901 0.2120 -0.1092
C -1.4240 -0.6529 -0.1191
C -0.9216 -1.9185 -0.1745
C 2.2436 -0.2608 -0.1323
H 0.9784 2.2001 -0.6002
H -0.3438 2.2070 1.1305
H -1.1088 2.4219 -0.4698
H -3.2924 -0.0338 1.1484
H -1.4844 -2.7261 -0.0568
H 2.8170 -0.0794 1.1262
H 2.6667 -1.2727 -0.8948
H 2.2708 0.7404 -0.8265
N 0.4779 -1.8142 0.0712
N 0.7836 -0.4898 0.1282
S -3.1198 -0.2158 -0.1229
```

Calculated values
- F_max (eV/A) = 7.6
- LUMO energy (eV) = 0.57
- calculated total energy (hartree) = -702.81205
- energy above the lowest of the compared OMol25 structures with the same formula, charge and spin (kJ/mol) = 572.3
- frontier orbital gap (hartree) = 0.345

These are the Löwdin partial charges, in e, on atoms 1 to 6: C -0.1039; C -0.3830; C -0.6466; C -0.0978; C -0.0818; H 0.1396

The following is a DFT calculation (ωB97M-V with the def2-TZVPD basis set) of a single C5H8N2S2 molecule in a non-equilibrium geometry.

Geometry as XYZ:
```
17
C5H8N2S2, DFT ωB97M-V with the def2-TZVPD basis set
C -0.1939 0.3286 0.3142
C 1.6641 0.4916 -1.6366
C -1.0819 0.5038 1.3030
C -0.6940 1.2827 2.5807
C -0.1441 -1.9445 -0.9354
N 0.4137 0.0504 -2.0495
N -0.5008 -0.5222 -1.1807
S 2.9393 0.9825 -2.6026
S 1.5101 0.7567 0.1390
H -2.0662 0.2157 0.9383
H -1.6531 1.6738 3.0019
H -0.1246 2.2226 2.5193
H -0.0722 0.5649 3.2550
H -0.5352 -2.5454 -1.7091
H 0.9133 -1.8572 -0.8596
H -0.6687 -2.1101 -0.0117
H 0.2942 -0.0938 -3.0662
```

Calculated values
- SMILES = C/C=C1\SC(=S)NN1C
- F_max (eV/A) = 3.7
- LUMO energy (eV) = 0.30
- calculated total energy (hartree) = -1101.08928
- energy above the lowest of the compared OMol25 structures with the same formula, charge and spin (kJ/mol) = 254.1
- frontier orbital gap (hartree) = 0.327

These are the Löwdin partial charges, in e, on atoms 1 to 6: C -0.4503; C -1.1284; C -0.1738; C -0.1121; C -0.0618; N -0.1326

The following is a DFT calculation (ωB97M-V with the def2-TZVPD basis set) of an isolated ion of composition C5H8N3 and charge +1 in a non-equilibrium geometry.

Geometry as XYZ:
```
16
C5H8N3, DFT ωB97M-V with the def2-TZVPD basis set
C -1.8674 -0.1944 2.2394
C 1.1007 0.9714 -1.2508
C -1.2597 0.5523 1.2076
C -0.6645 -0.0610 0.1472
C -0.5122 -1.5139 -0.0512
N -2.1837 -0.8285 3.1638
N -0.1213 0.7970 -0.9054
N 2.1427 0.4709 -0.6107
H 1.2863 1.6585 -2.1183
H -1.2663 1.6866 1.0509
H 2.2277 -0.1161 0.1861
H 0.1973 -1.8553 -0.8402
H -1.3707 -1.9512 -0.5599
H 0.0155 -2.0102 0.8051
H -0.7313 1.5505 -1.4275
H 3.0069 0.8434 -1.0361
```

Calculated values
- F_max (eV/A) = 7.9
- LUMO energy (spin up / spin down) (eV) = -3.61 / -7.41
- calculated total energy (hartree) = -359.15718
- spin multiplicity = 3
- energy above the lowest of the compared OMol25 structures with the same formula, charge and spin (kJ/mol) = 58.4
- charge = +1
- frontier orbital gap (spin up / spin down) (hartree) = 0.264 / 0.305

These are the Löwdin partial charges, in e, on atoms 1 to 6: C -0.1749; C -0.1647; C -0.0274; C -0.2805; C -0.0325; N 0.2264

The following is a DFT calculation (ωB97M-V with the def2-TZVPD basis set) of an isolated ion of composition C5H8N3O and charge +1 in a non-equilibrium geometry.

Geometry as XYZ:
```
17
C5H8N3O, DFT ωB97M-V with the def2-TZVPD basis set
C -0.0004 -0.3171 -0.5196
C 0.9649 -0.9188 0.4505
C 0.6457 0.9571 -0.7847
C -1.5465 -0.1462 -0.0540
C 1.9729 -0.0584 0.6696
N 1.7709 1.0793 -0.1278
N -2.2383 -1.2627 -0.2035
N -1.8537 0.9762 0.4703
O -0.9721 1.9894 0.4567
H 0.0403 -0.8128 -1.5181
H 0.8181 -1.9710 0.8753
H 0.3954 1.6736 -1.4518
H 2.8072 -0.0320 1.2065
H -3.2222 -1.1441 -0.3740
H -1.9006 -2.1648 0.1618
H 2.4714 1.8133 -0.1391
H -0.6140 2.1062 1.3424
```

Calculated values
- SMILES = N/C(=N/O)[C@@H]1C=C[NH+]=C1
- F_max (eV/A) = 4.7
- LUMO energy (eV) = -4.30
- calculated total energy (hartree) = -434.46914
- energy above the lowest of the compared OMol25 structures with the same formula, charge and spin (kJ/mol) = 333.3
- charge = +1
- frontier orbital gap (hartree) = 0.334

These are the Löwdin partial charges, in e, on atoms 1 to 6: C -0.1560; C 0.0156; C -0.0036; C -0.3221; C -0.0180; N 0.1252

The following is a DFT calculation (ωB97M-V with the def2-TZVPD basis set) of C5H8N3OS as an isolated structure in a non-equilibrium geometry.

Geometry as XYZ:
```
18
C5H8N3OS, DFT ωB97M-V with the def2-TZVPD basis set
C 2.0838 -0.2826 1.2867
C 1.0863 -0.2463 0.2997
C -1.2055 1.1431 0.9618
C -1.7069 -0.3882 -0.9177
C 0.2509 0.8392 -0.3132
N 1.0505 -1.5381 -0.1501
N 1.8986 -2.2758 0.4349
N -0.4796 0.2989 -1.4710
O 2.5633 -1.4895 1.2777
S -2.5348 0.9630 -0.1043
H 2.6216 0.4848 1.8579
H -1.0457 0.1226 1.4482
H -0.8927 1.9555 1.5900
H -2.4642 -0.7511 -1.6161
H -1.4319 -1.0827 -0.1526
H 0.8600 1.7234 -0.3665
H 0.1874 -0.3878 -1.8429
H -0.8412 0.9115 -2.2224
```

Calculated values
- F_max (eV/A) = 5.4
- LUMO energy (eV) = -3.21
- calculated total energy (hartree) = -832.62931
- energy above the lowest of the compared OMol25 structures with the same formula, charge and spin (kJ/mol) = 361.3
- charge = +1
- frontier orbital gap (hartree) = 0.376

These are the Löwdin partial charges, in e, on atoms 1 to 6: C -0.0192; C -0.2482; C -0.3485; C -0.3821; C -0.1340; N 0.0545